No. 1
{
  "formula": "C13H24N2O4P",
  "method": "the ωB97M-V functional and the def2-TZVPD basis",
  "elements": ["C", "O", "C", "C", "N", "C", "C", "C", "C", "C", "C", "N", "C", "C", "P", "O", "O", "O", "C", "C", "H", "H", "H", "H", "H", "H", "H", "H", "H", "H", "H", "H", "H", "H", "H", "H", "H", "H", "H", "H", "H", "H", "H", "H"],
  "positions_angstrom": [[5.26990, 0.72274, 0.25853], [4.52192, 1.16927, -0.92692], [3.52009, 2.19745, -0.60500], [1.95953, 1.60962, -0.73378], [1.50628, 1.27126, -2.16701], [0.13450, 0.69735, -2.49836], [-0.92686, 0.43319, -1.25771], [-2.41504, -0.23081, -1.57118], [-2.38052, -1.74528, -0.86251], [-2.67587, -2.96047, -1.92288], [-1.66038, -4.24293, -1.81195], [-1.13773, -4.53060, -0.42174], [-0.57687, 0.80118, 0.33553], [-1.66201, 0.56606, 1.54254], [-1.91090, 2.05687, 2.71077], [-3.43260, 2.10563, 3.24147], [-0.93092, 1.91857, 4.18560], [-1.60467, 3.57172, 1.90261], [0.95699, 1.41817, 0.58011], [1.52478, 1.81142, 2.09117], [6.39977, 0.50891, -0.05235], [5.31818, 1.49382, 1.13737], [4.86062, -0.31176, 0.66972], [3.65555, 2.71658, 0.43518], [3.59627, 3.01390, -1.47269], [2.18633, 1.44698, -2.96653], [-0.18538, 0.44319, -3.61397], [-3.22394, 0.46591, -1.07176], [-2.64583, -0.29591, -2.73101], [-3.12665, -1.72825, 0.06664], [-1.30152, -1.89593, -0.38724], [-2.64779, -2.56800, -3.02981], [-3.76429, -3.36043, -1.71087], [-2.23666, -5.20339, -2.21343], [-0.69972, -4.03472, -2.48898], [-1.77452, -5.13999, 0.13689], [-0.15216, -4.89559, -0.43337], [-2.74592, 0.25678, 1.15656], [-1.29966, -0.34817, 2.21516], [-0.91882, 0.95393, 4.49173], [-2.23203, 4.24863, 2.30183], [1.11181, 0.97280, 2.82950], [2.69675, 1.79166, 2.16484], [1.04999, 2.82865, 2.49727]],
  "smiles": "COCc1[nH+]cc(CCCCN)c(CP(=O)(O)O)c1C",
  "e_homo_ev": -11.6209,
  "total_energy_ev": -34312.657,
  "e_lumo_ev": -4.89,
  "multiplicity": 1,
  "charge": 1
}


No. 2
{
  "formula": "C13H24N2O6",
  "method": "the ωB97M-V functional and the def2-TZVPD basis",
  "elements": ["O", "O", "O", "O", "O", "O", "C", "C", "C", "C", "N", "N", "C", "C", "C", "C", "C", "C", "C", "C", "C", "H", "H", "H", "H", "H", "H", "H", "H", "H", "H", "H", "H", "H", "H", "H", "H", "H", "H", "H", "H", "H", "H", "H", "H"],
  "positions_angstrom": [[1.68519, -2.61650, -4.65888], [-3.18125, -0.85646, 3.81203], [0.38196, -0.35186, -5.57646], [-0.27958, -0.58307, -0.27191], [2.59204, -1.43208, -2.96185], [-1.83506, 1.44056, 3.36395], [1.76841, -1.56194, -4.04199], [-2.24056, -1.63634, 3.78575], [0.96002, -0.37553, -4.48564], [-0.00029, -0.74044, 0.90952], [1.20383, -1.24758, 1.21110], [-1.16918, -1.44749, 3.01752], [-2.25283, -2.87207, 4.65333], [1.82554, -1.48345, 2.51696], [-0.75993, 2.49865, -2.48905], [1.92002, 1.91373, -4.07287], [-0.54889, 1.47508, -3.60626], [0.87874, 0.88580, -3.59715], [-0.45733, 2.09056, 1.59503], [-1.04578, -0.39382, 1.98518], [-0.73834, 0.98293, 2.61204], [3.02084, -2.29901, -2.87655], [-2.38784, 0.67453, 3.60419], [1.76955, -1.43816, 0.39654], [-0.44262, -2.14268, 3.05927], [-2.26196, -3.75545, 4.01735], [-1.37601, -2.88028, 5.29772], [-3.15382, -2.86062, 5.26675], [1.52835, -2.45832, 2.90653], [1.55525, -0.70506, 3.23110], [2.91177, -1.47623, 2.40628], [-0.53198, 2.05297, -1.51607], [-0.12360, 3.37618, -2.63419], [-1.80250, 2.83081, -2.48020], [1.96717, 2.76629, -3.38911], [1.66946, 2.28162, -5.07371], [2.91473, 1.45783, -4.11181], [-0.75999, 1.94109, -4.57520], [-1.27137, 0.66320, -3.46492], [1.11385, 0.59537, -2.56810], [0.45933, 1.88279, 1.04495], [-0.33299, 3.03815, 2.11965], [-1.29273, 2.17565, 0.89930], [-2.00097, -0.30436, 1.46475], [0.12132, 0.89502, 3.27512]],
  "smiles": "CNC(=O)[C@@H](NC(C)=O)[C@@H](C)O.CC[C@H](C)C(=O)C(=O)O",
  "e_homo_ev": -9.8587,
  "total_energy_ev": -29136.175,
  "e_lumo_ev": -0.30,
  "multiplicity": 1
}


No. 3
{
  "formula": "C13H24N3OPb3",
  "method": "the ωB97M-V functional and the def2-TZVPD basis",
  "elements": ["Pb", "Pb", "Pb", "C", "O", "H", "H", "H", "C", "C", "C", "C", "N", "H", "H", "H", "H", "H", "H", "H", "C", "C", "C", "C", "N", "H", "H", "H", "H", "H", "H", "H", "C", "C", "C", "C", "N", "H", "H", "H", "H", "H", "H", "H"],
  "positions_angstrom": [[-5.90679, -3.86784, 1.42110], [-0.71077, -7.43637, -0.74697], [-3.52145, -3.02910, -3.98884], [-1.42922, -1.78457, 1.02167], [-2.01879, -2.82385, 0.33425], [-0.65013, -2.01980, 1.74679], [-1.05907, -1.09863, 0.25973], [-2.13275, -1.24660, 1.65708], [-0.71617, 5.06915, -0.56381], [-1.62648, 6.19956, -0.23455], [-2.24381, 6.94414, -1.37994], [-1.71957, 6.84347, -2.80844], [-1.32803, 6.74099, -3.91878], [-1.05609, 4.03755, -0.47241], [0.15014, 5.10681, 0.09663], [-0.25713, 5.09897, -1.55200], [-1.10152, 6.96312, 0.33946], [-2.44684, 5.77969, 0.34753], [-2.52135, 7.95277, -1.07379], [-3.23954, 6.52151, -1.51420], [2.16691, -7.31881, 8.58704], [1.23186, -6.13398, 8.55306], [0.02078, -6.39278, 7.53652], [0.24371, -6.42132, 6.10608], [0.44874, -6.40346, 4.96557], [2.57369, -7.70422, 7.65211], [1.53663, -8.12188, 8.96905], [2.92954, -7.19788, 9.35638], [1.70822, -5.16322, 8.41592], [0.92734, -6.05112, 9.59637], [-0.56273, -5.48885, 7.71125], [-0.59356, -7.27276, 7.72713], [1.72338, 2.69535, -8.44863], [2.59644, 2.29826, -7.28850], [2.11690, 2.74664, -5.86227], [0.94267, 1.93248, -5.48501], [0.09372, 1.17595, -5.22926], [0.82677, 2.08693, -8.56708], [2.31106, 2.59517, -9.36115], [1.36635, 3.72360, -8.39097], [3.55856, 2.80827, -7.33665], [2.82235, 1.23233, -7.31770], [1.70478, 3.75428, -5.80841], [2.84123, 2.67004, -5.05137]],
  "e_homo_ev": -18.9829,
  "total_energy_ev": -36056.869,
  "e_lumo_ev": -17.79,
  "multiplicity": 1,
  "charge": 5
}


No. 4
{
  "formula": "C13H24O3P",
  "method": "the ωB97M-V functional and the def2-TZVPD basis",
  "elements": ["C", "C", "C", "C", "C", "C", "C", "P", "O", "C", "C", "O", "C", "H", "H", "H", "H", "H", "H", "H", "H", "H", "H", "H", "H", "H", "H", "H", "H", "C", "C", "C", "O", "H", "H", "H", "H", "H", "H", "H", "H"],
  "positions_angstrom": [[5.28470, -0.95481, 2.42750], [4.52500, 0.06952, 1.43215], [5.06335, 0.51764, 0.00896], [4.24383, 1.52153, -0.92698], [2.82944, 2.11714, -0.46809], [2.31762, 1.66466, 0.98238], [0.88624, 2.17465, 1.58680], [-0.43938, 0.90910, 0.94051], [0.07034, -0.40575, 2.01417], [0.48572, -1.38886, 0.99178], [-0.39554, -1.20623, -0.39558], [-1.41295, -0.19755, -0.04279], [3.14576, 0.67678, 1.91374], [4.59439, -1.21774, 3.32189], [5.50626, -1.96625, 1.88736], [6.24815, -0.43615, 2.78940], [6.08903, 0.12844, -0.38266], [4.66927, 1.84038, -1.94477], [2.22611, 2.83693, -1.13580], [0.92006, 2.17372, 2.74331], [0.65488, 3.23010, 1.16939], [0.62734, 0.46415, 0.08413], [-0.89654, 1.99114, 0.09608], [-1.44321, 1.18513, 1.93524], [1.59571, -1.38479, 0.67765], [0.32598, -2.43736, 1.44164], [0.17924, -1.06194, -1.38807], [-0.82002, -2.28766, -0.54006], [2.73817, 0.39363, 2.96051], [-5.94331, -1.60699, -1.77466], [-4.66511, -1.04139, -2.37406], [-4.09096, 0.06759, -1.50753], [-4.93974, -0.53108, -3.67869], [-6.71413, -0.83279, -1.69597], [-6.35165, -2.39589, -2.41410], [-5.76241, -2.02187, -0.77934], [-3.92623, -1.84051, -2.48557], [-4.79792, 0.90058, -1.41952], [-3.17984, 0.47258, -1.95546], [-3.85450, -0.29699, -0.50513], [-5.59314, 0.17724, -3.58978]],
  "e_homo_ev": -4.4105,
  "total_energy_ev": -29294.353,
  "e_lumo_ev": 3.15,
  "multiplicity": 1,
  "charge": -1
}


No. 5
{
  "formula": "C13H25AlBrNaO2",
  "method": "the ωB97M-V functional and the def2-TZVPD basis",
  "elements": ["C", "C", "Al", "C", "C", "C", "C", "C", "C", "C", "C", "O", "C", "C", "C", "O", "Br", "H", "H", "H", "H", "H", "H", "H", "H", "H", "H", "H", "H", "H", "H", "H", "H", "H", "H", "H", "H", "H", "H", "H", "H", "H", "Na"],
  "positions_angstrom": [[4.18829, -0.30719, 1.74155], [3.86138, 0.79471, 1.00536], [2.40800, 0.61941, -0.39488], [3.26424, 0.93675, -2.23658], [0.97752, 2.04666, -0.20023], [0.29274, 2.15168, 1.21083], [-1.18464, 1.67087, 1.28033], [-2.07157, 2.14981, 0.10796], [-2.31817, 0.93314, -0.82466], [-3.22940, -0.19896, -0.17562], [-2.49226, -1.53056, 0.19171], [-3.46252, -2.37018, 0.80624], [-2.78543, -3.42854, 1.48831], [1.67096, -1.30794, -0.38225], [1.29050, -1.81636, -1.71571], [0.15962, -1.94798, -2.09273], [2.67258, -2.35933, -3.00361], [4.64742, -1.18762, 1.27033], [4.05823, -0.36691, 2.83751], [4.35654, 1.76729, 1.17153], [2.53328, 0.84075, -3.06313], [4.06195, 0.19072, -2.37798], [3.68221, 1.95804, -2.23874], [1.49626, 3.00863, -0.36657], [0.27548, 1.93092, -1.04520], [0.85658, 1.48560, 1.89079], [0.38616, 3.15091, 1.66659], [-1.20961, 0.58358, 1.43976], [-1.61204, 2.10483, 2.20328], [-1.52324, 2.88918, -0.49158], [-3.04202, 2.56296, 0.40827], [-2.91797, 1.36353, -1.70182], [-1.34032, 0.50538, -1.19896], [-3.74709, 0.16072, 0.72230], [-4.03248, -0.45702, -0.89187], [-1.68648, -1.39262, 0.93247], [-2.03070, -2.09003, -0.67606], [-2.11901, -3.94149, 0.77410], [-2.16695, -3.01283, 2.30464], [-3.52040, -4.12555, 1.90347], [2.45360, -1.97275, 0.01679], [0.78832, -1.40236, 0.27237], [-1.88954, -0.58988, -2.56835]],
  "e_homo_ev": -6.0935,
  "total_energy_ev": -99033.920,
  "e_lumo_ev": -1.34,
  "multiplicity": 1
}


What did the fourth record say?
{
  "formula": "C13H24O3P",
  "method": "the ωB97M-V functional and the def2-TZVPD basis",
  "elements": ["C", "C", "C", "C", "C", "C", "C", "P", "O", "C", "C", "O", "C", "H", "H", "H", "H", "H", "H", "H", "H", "H", "H", "H", "H", "H", "H", "H", "H", "C", "C", "C", "O", "H", "H", "H", "H", "H", "H", "H", "H"],
  "positions_angstrom": [[5.28470, -0.95481, 2.42750], [4.52500, 0.06952, 1.43215], [5.06335, 0.51764, 0.00896], [4.24383, 1.52153, -0.92698], [2.82944, 2.11714, -0.46809], [2.31762, 1.66466, 0.98238], [0.88624, 2.17465, 1.58680], [-0.43938, 0.90910, 0.94051], [0.07034, -0.40575, 2.01417], [0.48572, -1.38886, 0.99178], [-0.39554, -1.20623, -0.39558], [-1.41295, -0.19755, -0.04279], [3.14576, 0.67678, 1.91374], [4.59439, -1.21774, 3.32189], [5.50626, -1.96625, 1.88736], [6.24815, -0.43615, 2.78940], [6.08903, 0.12844, -0.38266], [4.66927, 1.84038, -1.94477], [2.22611, 2.83693, -1.13580], [0.92006, 2.17372, 2.74331], [0.65488, 3.23010, 1.16939], [0.62734, 0.46415, 0.08413], [-0.89654, 1.99114, 0.09608], [-1.44321, 1.18513, 1.93524], [1.59571, -1.38479, 0.67765], [0.32598, -2.43736, 1.44164], [0.17924, -1.06194, -1.38807], [-0.82002, -2.28766, -0.54006], [2.73817, 0.39363, 2.96051], [-5.94331, -1.60699, -1.77466], [-4.66511, -1.04139, -2.37406], [-4.09096, 0.06759, -1.50753], [-4.93974, -0.53108, -3.67869], [-6.71413, -0.83279, -1.69597], [-6.35165, -2.39589, -2.41410], [-5.76241, -2.02187, -0.77934], [-3.92623, -1.84051, -2.48557], [-4.79792, 0.90058, -1.41952], [-3.17984, 0.47258, -1.95546], [-3.85450, -0.29699, -0.50513], [-5.59314, 0.17724, -3.58978]],
  "e_homo_ev": -4.4105,
  "total_energy_ev": -29294.353,
  "e_lumo_ev": 3.15,
  "multiplicity": 1,
  "charge": -1
}